{"formula": "C27H53B2ClF2N2O13PS2", "method": "the ωB97M-V functional and the def2-TZVPD basis", "max_force_ev_per_a": 1.721, "lumo_energy_ha": 0.075, "total_charge": -1, "energy_ev": -108733.4487, "homo_lumo_gap_ha": 0.280, "molar_mass_g_mol": 803.90, "symbols": ["C", "C", "O", "C", "C", "C", "C", "C", "C", "C", "O", "P", "C", "C", "C", "S", "C", "S", "N", "C", "C", "C", "C", "C", "C", "C", "Cl", "O", "B", "O", "O", "O", "C", "B", "N", "O", "H", "H", "H", "H", "H", "H", "H", "H", "H", "H", "H", "H", "H", "H", "H", "H", "H", "H", "H", "H", "H", "H", "H", "H", "H", "H", "H", "H", "H", "H", "H", "H", "H", "H", "H", "H", "H", "H", "H", "H", "H", "H", "H", "H", "H", "H", "H", "C", "C", "O", "C", "O", "O", "F", "H", "H", "H", "C", "C", "O", "C", "O", "O", "F", "H", "H", "H"], "positions_angstrom": [[-3.706, 0.326, -4.120], [-4.241, 1.726, -4.232], [-3.495, 2.554, -3.372], [-4.225, 3.661, -2.879], [-3.367, 4.381, -1.876], [-3.474, 3.773, -0.488], [-2.273, 4.062, 0.427], [-1.564, 2.815, 0.975], [-0.238, 2.391, 0.336], [-0.359, 2.519, -1.180], [-0.133, 1.011, 0.660], [1.499, 0.466, 0.610], [0.914, -1.040, -0.371], [-0.294, -1.777, 0.216], [-1.539, -1.766, -0.689], [-2.248, -3.378, -1.144], [-1.246, -4.117, -2.323], [-1.735, -5.573, -2.868], [-0.125, -3.393, -2.789], [0.966, -4.338, -3.105], [2.305, -3.638, -3.325], [-0.580, -2.695, -4.021], [0.237, -1.443, -4.334], [3.363, 0.030, 0.693], [4.179, 0.837, -0.263], [4.153, 0.322, -1.678], [5.948, 0.810, 0.253], [1.344, -0.353, 2.172], [1.171, 0.410, 3.257], [2.141, 0.344, 4.301], [0.072, 1.196, 3.496], [1.918, 1.998, 1.372], [0.998, 3.003, 1.024], [1.613, 4.352, 0.551], [3.019, 4.575, 0.657], [0.801, 5.381, 0.051], [-3.709, 0.041, -3.077], [-4.317, -0.374, -4.674], [-2.698, 0.304, -4.503], [-5.297, 1.745, -3.970], [-4.148, 2.074, -5.263], [-4.426, 4.327, -3.719], [-5.163, 3.335, -2.430], [-2.350, 4.337, -2.247], [-3.644, 5.428, -1.862], [-3.635, 2.706, -0.604], [-4.366, 4.195, -0.039], [-1.599, 4.751, -0.062], [-2.673, 4.594, 1.283], [-2.234, 1.970, 0.905], [-1.387, 2.985, 2.028], [-1.323, 2.140, -1.495], [0.406, 1.952, -1.687], [-0.231, 3.554, -1.475], [1.793, 1.111, -0.648], [0.619, -0.660, -1.340], [1.693, -1.768, -0.561], [-0.030, -2.813, 0.385], [-0.583, -1.383, 1.180], [-1.391, -1.167, -1.575], [-2.352, -1.330, -0.122], [0.762, -4.908, -4.006], [1.049, -5.055, -2.301], [2.370, -2.743, -2.727], [3.108, -4.309, -3.061], [2.354, -3.366, -4.370], [-1.619, -2.430, -3.887], [-0.546, -3.381, -4.864], [1.009, -1.275, -3.600], [0.734, -1.558, -5.288], [-0.391, -0.570, -4.412], [3.730, 0.237, 1.688], [3.555, -1.022, 0.510], [3.919, 1.883, -0.244], [4.810, -0.530, -1.784], [3.155, 0.018, -1.965], [4.514, 1.072, -2.368], [2.012, -0.488, 4.767], [0.307, 1.982, 4.000], [0.584, 3.295, 2.009], [3.220, 5.567, 0.722], [3.399, 4.135, 1.487], [0.619, 6.006, 0.759], [-0.886, -0.107, 6.349], [-1.262, 1.179, 7.053], [-2.469, 0.823, 7.706], [-2.424, -0.519, 7.955], [-3.144, -1.090, 8.703], [-1.433, -1.095, 7.239], [-1.503, 2.196, 6.194], [-1.359, -0.186, 5.371], [0.186, -0.233, 6.238], [-0.539, 1.516, 7.799], [2.660, -5.001, 2.466], [1.677, -6.137, 2.282], [1.646, -6.281, 0.875], [2.853, -5.859, 0.392], [3.248, -6.062, -0.706], [3.527, -5.180, 1.340], [0.436, -5.828, 2.731], [2.172, -4.028, 2.396], [3.221, -5.062, 3.395], [1.984, -7.084, 2.731]], "forces_ev_per_angstrom": [[-0.10, 0.14, 0.04], [0.10, -0.08, -0.11], [-0.15, -0.19, 0.36], [0.49, 0.29, -0.57], [0.03, -0.13, -0.06], [0.35, 0.33, -0.21], [-0.54, -0.26, 0.17], [0.23, 0.85, 0.05], [-0.65, -1.21, -0.17], [0.37, 0.36, 0.15], [0.26, -0.08, -0.33], [1.08, -0.38, -1.28], [-0.36, -0.11, 0.76], [-0.10, -0.48, -0.45], [0.24, -0.19, 0.35], [-0.33, 0.39, 0.30], [-0.14, 0.24, 0.18], [-0.03, -0.59, -0.09], [-0.17, -0.88, -0.61], [0.68, 0.35, 0.12], [-0.73, -0.09, -0.06], [0.35, 0.66, 0.33], [0.05, -0.31, -0.33], [-0.17, 0.12, 0.36], [0.20, -0.18, -0.29], [0.26, -0.04, -0.29], [0.12, 0.18, 0.07], [-0.55, 0.05, -0.13], [0.87, -0.16, -0.05], [-0.37, -0.02, 0.44], [-0.52, 0.57, -0.06], [0.23, -0.21, 0.05], [-0.31, 0.16, 0.95], [0.57, -0.36, -0.67], [-0.55, 0.69, 1.10], [-0.27, 0.14, 0.27], [0.11, -0.22, 0.29], [-0.13, -0.19, -0.21], [0.41, -0.17, -0.04], [-0.28, 0.08, 0.13], [-0.08, 0.20, -0.20], [-0.36, 0.15, -0.18], [-0.29, -0.09, 0.02], [0.29, -0.03, -0.03], [-0.08, 0.35, 0.09], [0.04, -0.30, 0.10], [-0.39, -0.13, 0.20], [0.34, 0.08, -0.14], [0.02, 0.26, 0.28], [-0.17, -0.35, -0.07], [0.07, -0.23, 0.36], [-0.31, 0.03, -0.15], [0.25, -0.20, -0.06], [-0.21, 0.30, -0.22], [-0.35, 0.14, 0.09], [0.02, 0.31, -0.31], [0.45, -0.04, 0.05], [0.11, -0.37, 0.13], [0.07, 0.25, 0.21], [0.01, 0.14, -0.29], [-0.39, 0.17, -0.09], [-0.39, -0.24, -0.15], [-0.06, -0.05, 0.33], [0.19, 0.29, 0.32], [0.31, -0.15, -0.06], [0.43, 0.23, -0.26], [-0.32, 0.11, 0.11], [-0.04, -0.35, -0.08], [0.06, 0.17, 0.33], [0.19, 0.03, -0.30], [-0.18, 0.37, 0.14], [-0.13, 0.07, 0.40], [-0.13, -0.35, -0.05], [-0.12, 0.28, 0.22], [0.10, -0.39, 0.06], [-0.35, 0.04, -0.04], [0.02, 0.25, -0.26], [0.41, -0.04, -0.09], [-0.06, -0.22, 0.27], [-0.14, 0.41, 0.05], [0.29, 0.00, -0.37], [0.36, -0.55, -0.42], [-0.03, 0.18, -0.27], [0.14, -0.10, -0.10], [-0.19, -0.07, -0.21], [0.19, -0.05, 0.24], [0.01, -0.01, -0.14], [-0.08, -0.01, 0.00], [0.00, 0.16, 0.01], [-0.07, 0.00, 0.03], [-0.04, 0.16, -0.01], [0.01, -0.11, 0.13], [0.03, 0.09, -0.04], [0.14, 0.12, 0.19], [-0.22, 0.21, -0.15], [0.24, -0.22, 0.08], [-0.13, 0.15, -0.23], [-0.06, -0.05, -0.05], [-0.01, -0.01, 0.22], [0.09, -0.01, -0.07], [-0.15, -0.02, -0.02], [0.14, -0.05, -0.13], [-0.08, 0.01, 0.07]]}



{"formula": "C27H53BFN2O12P2S", "method": "the ωB97M-V functional and the def2-TZVPD basis", "max_force_ev_per_a": 1.755, "lumo_energy_ha": -0.112, "total_charge": 1, "energy_ev": -89211.6913, "homo_lumo_gap_ha": 0.298, "molar_mass_g_mol": 721.55, "symbols": ["C", "C", "C", "F", "C", "P", "C", "C", "N", "C", "B", "O", "O", "C", "C", "P", "S", "C", "N", "C", "C", "C", "C", "C", "O", "H", "H", "H", "H", "H", "H", "H", "H", "H", "H", "H", "H", "H", "H", "H", "H", "H", "H", "H", "H", "H", "H", "H", "H", "H", "H", "H", "H", "H", "H", "H", "H", "H", "H", "H", "C", "C", "C", "O", "C", "O", "O", "H", "H", "H", "H", "H", "H", "C", "C", "C", "O", "C", "O", "O", "H", "H", "H", "H", "H", "H", "C", "C", "C", "O", "C", "O", "O", "H", "H", "H", "H", "H", "H"], "positions_angstrom": [[3.215, -2.154, -0.282], [1.876, -2.758, -0.741], [0.895, -2.988, 0.404], [0.384, -4.262, 0.349], [-0.305, -2.013, 0.455], [-1.384, -2.576, 1.896], [-2.388, -1.058, 2.228], [-0.205, -2.586, 3.328], [0.305, -0.656, 0.808], [-0.240, 0.514, 0.051], [0.391, 1.862, 0.620], [1.691, 1.793, 1.103], [-0.214, 3.061, 0.571], [-1.653, 3.127, 0.502], [0.130, 0.242, -1.434], [-0.062, 1.702, -2.537], [0.694, 1.528, -4.324], [-0.832, -0.876, -1.918], [-0.474, -1.460, -3.207], [-1.073, -2.034, -0.900], [-2.594, -2.233, -0.747], [-3.308, -2.489, -2.076], [-4.772, -2.896, -1.879], [-5.569, -1.976, -0.950], [-6.869, -1.715, -1.485], [3.850, -2.976, 0.038], [3.128, -1.479, 0.572], [3.718, -1.660, -1.107], [2.097, -3.745, -1.143], [1.443, -2.200, -1.563], [1.456, -2.916, 1.338], [-2.117, -0.200, 1.625], [-3.426, -1.301, 2.022], [-2.328, -0.808, 3.285], [-0.629, -1.962, 4.110], [-0.072, -3.603, 3.673], [0.767, -2.148, 3.091], [1.323, -0.643, 0.695], [0.144, -0.494, 1.801], [-1.325, 0.464, 0.118], [1.745, 1.754, 2.059], [-2.121, 2.489, 1.246], [-1.933, 4.154, 0.708], [-2.014, 2.881, -0.493], [1.174, -0.072, -1.470], [0.494, 2.794, -1.859], [-1.457, 1.867, -2.562], [-1.776, -0.353, -2.073], [-0.932, -0.971, -3.960], [0.519, -1.414, -3.387], [-0.715, -2.927, -1.407], [-3.020, -1.355, -0.260], [-2.776, -3.120, -0.143], [-2.771, -3.283, -2.593], [-3.291, -1.614, -2.727], [-5.267, -2.851, -2.847], [-4.808, -3.924, -1.525], [-5.719, -2.458, 0.015], [-5.059, -1.025, -0.799], [-6.927, -0.789, -1.710], [1.632, 5.651, -0.660], [2.983, 6.279, -0.356], [3.415, 6.236, 1.094], [4.266, 7.379, 1.193], [3.862, 8.279, 0.256], [4.232, 9.400, 0.191], [2.969, 7.700, -0.588], [1.725, 4.909, -1.453], [1.217, 5.146, 0.211], [0.925, 6.408, -0.996], [3.761, 5.858, -0.995], [3.963, 5.336, 1.361], [2.571, 6.370, 1.776], [8.650, -5.201, -2.110], [7.321, -4.482, -1.949], [6.376, -5.060, -0.916], [5.092, -4.673, -1.432], [5.212, -4.543, -2.780], [4.291, -4.404, -3.515], [6.508, -4.585, -3.141], [9.484, -4.510, -2.004], [8.776, -5.980, -1.358], [8.716, -5.657, -3.095], [7.475, -3.416, -1.766], [6.521, -4.654, 0.082], [6.420, -6.150, -0.880], [-6.393, 3.958, 3.659], [-5.624, 2.679, 3.373], [-4.152, 2.696, 3.734], [-3.609, 1.739, 2.801], [-4.412, 1.736, 1.710], [-4.114, 1.216, 0.677], [-5.541, 2.410, 1.948], [-7.273, 3.756, 4.264], [-5.782, 4.678, 4.204], [-6.724, 4.417, 2.730], [-6.116, 1.818, 3.827], [-3.946, 2.385, 4.754], [-3.691, 3.667, 3.543]], "forces_ev_per_angstrom": [[-0.26, -0.44, -0.06], [0.39, -0.21, 0.07], [0.27, 0.50, -0.17], [-0.23, -0.26, -0.07], [0.18, -0.31, 0.33], [-0.54, -0.75, 0.14], [0.21, -0.30, 0.18], [0.04, 0.81, -0.50], [-0.19, 0.21, -0.06], [0.15, 0.13, -0.70], [0.41, 0.37, 0.06], [-0.26, -0.59, -0.20], [-0.51, -0.39, 0.47], [0.07, 0.43, -0.15], [-0.65, -0.03, 0.75], [0.74, -0.38, -1.54], [-0.10, 0.03, 0.41], [0.69, -0.06, -0.46], [-0.24, 0.00, 0.23], [-0.36, 0.18, 0.12], [0.17, -0.02, -0.40], [-0.12, 0.00, 0.20], [0.23, 0.21, -0.05], [-0.33, -0.03, -0.32], [0.06, -0.33, 0.15], [0.16, 0.07, 0.12], [0.02, 0.26, -0.05], [0.08, 0.18, 0.00], [-0.06, -0.04, -0.16], [-0.16, 0.07, -0.03], [0.01, -0.08, 0.14], [-0.19, 0.16, 0.20], [-0.10, 0.10, -0.14], [0.06, 0.12, 0.04], [-0.08, -0.20, 0.25], [0.11, -0.10, 0.09], [0.18, -0.13, 0.15], [0.03, -0.03, -0.14], [-0.02, -0.12, 0.12], [-0.07, 0.13, 0.08], [0.32, 0.40, 0.23], [0.23, -0.07, -0.12], [0.05, 0.15, 0.00], [-0.02, -0.13, -0.06], [0.18, 0.12, -0.24], [-0.31, 0.02, 0.38], [-0.05, 0.22, 0.45], [-0.23, -0.13, 0.21], [0.08, 0.07, -0.19], [0.10, -0.01, -0.10], [0.11, -0.04, -0.05], [-0.14, -0.01, 0.12], [-0.04, 0.06, 0.26], [-0.01, -0.02, -0.19], [0.12, 0.11, -0.02], [-0.06, -0.19, -0.07], [-0.13, -0.10, 0.01], [0.09, 0.08, 0.20], [0.15, 0.06, 0.11], [-0.07, 0.26, -0.09], [0.06, -0.12, -0.10], [-0.20, 0.01, -0.02], [0.10, 0.01, 0.04], [-0.05, -0.06, 0.04], [-0.08, -0.12, -0.02], [0.05, 0.15, 0.00], [0.07, -0.04, -0.01], [-0.02, 0.04, -0.03], [-0.01, 0.06, 0.05], [0.03, 0.07, 0.04], [0.03, 0.00, 0.02], [0.10, 0.06, 0.01], [-0.06, -0.03, -0.04], [0.06, 0.08, 0.04], [0.14, -0.15, -0.03], [-0.07, 0.03, -0.01], [0.09, -0.05, 0.19], [0.10, 0.00, 0.02], [-0.15, 0.08, -0.06], [-0.01, 0.06, 0.03], [0.00, 0.01, -0.05], [-0.05, -0.05, -0.03], [-0.06, -0.03, -0.01], [-0.04, 0.02, 0.01], [-0.11, 0.06, -0.01], [0.07, -0.01, -0.03], [-0.05, -0.04, 0.07], [-0.07, 0.24, 0.10], [-0.09, -0.09, 0.03], [0.08, 0.09, 0.14], [-0.24, 0.11, 0.08], [0.05, -0.12, -0.14], [0.01, -0.14, -0.01], [-0.02, -0.01, -0.04], [0.05, 0.02, -0.06], [0.05, 0.00, -0.04], [0.04, -0.05, -0.04], [0.04, -0.12, -0.05], [-0.04, 0.04, -0.01]]}